# 1
This record from the OMol25 dataset describes a molecular structure, C9H18FHfO3 at a distorted geometry. The level of theory is ωB97M-V/def2-TZVPD.

Results
Kohn-Sham gap   1.93 eV
LUMO   -16.4188 eV
E_HOMO   -18.35 eV
Net charge   +3
2S+1   1
F_max   0.141 Eh/bohr

Geometry as XYZ:
```
32
Properties=species:S:1:pos:R:3:forces:R:3:lowdin_charge:R:1
Hf -2.055726 -1.638546 -1.958986 3.8 3.7 5.0 2.057
F -1.719486 -0.087596 -0.213256 -1.1 -3.3 -3.9 -0.557
O 1.197774 4.159274 -3.050246 -0.3 -0.6 0.9 0.330
O 0.425604 -1.487396 -1.501386 -3.7 -0.6 -1.2 -0.201
O -2.638906 -2.312446 2.794264 0.7 1.6 1.1 0.242
C 1.718654 -0.972906 0.456184 -0.6 0.5 0.3 0.027
C 1.524244 -1.289766 -0.985126 2.6 -0.3 -0.8 -0.393
C -2.986556 -1.481736 4.956594 -1.5 -0.3 0.3 0.070
C -1.232676 -0.519436 3.386944 1.6 1.8 0.3 0.037
C 0.674594 3.088814 -3.046516 -0.1 1.5 -0.2 -0.351
C -0.028846 2.450104 -1.806116 0.1 0.4 -0.2 0.066
C 0.654944 2.363094 -4.353876 0.9 -1.7 -1.2 0.048
C -2.300566 -1.474506 3.630954 -0.8 -2.5 -1.6 -0.371
C 2.787464 -1.456056 -1.872326 -0.9 -0.3 0.6 0.035
H -3.983716 -1.848226 4.712734 -0.1 -0.1 0.4 0.118
H -0.300326 -0.836846 3.853934 0.1 -0.8 0.0 0.135
H -1.081276 2.661654 -1.995176 -0.2 -0.2 -0.1 0.114
H -2.516986 -2.227896 5.597564 0.2 0.1 0.1 0.137
H 2.416564 -1.645166 0.955284 0.0 -0.2 -0.2 0.126
H 1.302224 1.509504 -4.152566 0.0 -0.5 0.3 0.105
H 2.159814 0.015134 0.587544 0.4 0.1 -0.4 0.120
H -1.409316 0.331884 4.044324 -0.4 0.5 -0.5 0.120
H 1.223374 2.831584 -5.157306 -0.5 0.7 0.2 0.122
H -3.096236 -0.498186 5.413424 0.5 0.0 -0.1 0.123
H 0.240904 2.938004 -0.869476 0.2 0.0 -0.2 0.112
H -1.035386 -0.272396 2.343804 -0.4 -0.1 0.1 0.074
H -0.287676 1.951064 -4.714146 -0.2 0.5 0.4 0.115
H 0.206354 1.386144 -1.833906 -0.1 0.0 0.0 0.057
H 3.199654 -2.424016 -1.587286 0.5 0.0 0.8 0.115
H 3.499574 -0.648246 -1.703686 0.1 -0.2 0.1 0.108
H 2.663894 -1.676736 -2.932576 -0.8 0.7 -0.1 0.097
H 0.778054 -0.888156 1.000404 -0.1 -0.5 -0.2 0.066
```
Forces are in eV/Å.


# 2
This record from the OMol25 dataset describes a single C3H4FN3S molecule at a distorted geometry. The level of theory is ωB97M-V/def2-TZVPD.

Results
Kohn-Sham gap   7.88 eV
LUMO   0.0082 eV
E_HOMO   -7.88 eV
Structure (SMILES)   Nc1ncc(F)n1S
Net charge   0
2S+1   1
F_max   0.126 Eh/bohr

Geometry as XYZ:
```
12
Properties=species:S:1:pos:R:3:forces:R:3:lowdin_charge:R:1
S -1.331956 1.927315 -0.528486 0.3 -0.1 3.0 0.722
F 1.600149 1.373440 -2.018070 -0.6 -0.3 0.9 0.073
N 0.915654 -1.174076 0.447347 -4.7 1.2 -0.2 0.075
N -0.147175 0.654488 -0.439599 -0.8 -0.7 -0.1 -0.372
N -1.352529 -0.920274 1.004984 -5.2 2.9 -2.5 0.127
C 1.676452 -0.539535 -0.437988 6.4 -0.4 0.1 -0.188
C 1.161624 0.565043 -1.044503 -0.7 -0.7 1.4 -0.323
C -0.280393 -0.516713 0.335260 4.4 -0.3 -0.4 -0.486
H -1.486505 2.293748 1.042400 0.7 -0.9 -3.4 0.008
H -1.328965 -1.740076 1.479568 1.0 -2.8 1.7 0.053
H -2.245563 -0.971012 0.396042 1.9 0.6 1.4 0.146
H 2.819208 -0.952350 -0.236956 -2.8 1.6 -1.9 0.165
```
Forces are in eV/Å.


# 3
This record from the OMol25 dataset describes a molecular structure, C10H24N4NiO2P2 at a distorted geometry. The level of theory is ωB97M-V/def2-TZVPD.

Results
Kohn-Sham gap (spin up / spin down)   5.71 / 6.62 eV
LUMO (spin up / spin down)   -2.5478 / -4.8079 eV
E_HOMO (spin up / spin down)   -8.26 / -11.43 eV
Net charge   +1
<S²>   3.794
2S+1   4
F_max   0.051 Eh/bohr

Geometry as XYZ:
```
43
Properties=species:S:1:pos:R:3:forces:R:3:lowdin_charge:R:1
Ni -0.139055 0.010007 -0.105478 0.8 0.5 -0.3 0.047
P 1.067114 -1.063830 1.694124 -0.5 2.0 -0.2 0.780
P -1.834031 0.571566 1.017203 -0.2 0.8 1.5 0.855
O 1.129923 2.896702 -0.067182 -0.3 0.6 0.0 -0.017
O -0.075302 -2.173491 1.907971 -0.5 -2.5 0.4 -0.366
N 0.929898 5.018074 -0.955561 0.1 0.1 0.4 0.133
N 1.070512 -0.976941 -1.235513 0.9 -1.5 -0.5 -0.048
N -1.363676 -0.236649 -1.564467 0.0 -0.5 -0.9 -0.083
N 0.578865 4.658173 1.320228 -0.1 -0.5 -0.5 0.134
C 0.506505 -4.492641 1.570832 0.0 -0.5 0.2 -0.041
C -1.675231 -3.506101 0.608301 -0.5 -0.2 0.5 -0.032
C 2.421169 -1.769709 0.701673 -0.2 -0.6 0.0 -0.267
C -0.205950 -3.308885 0.960505 0.5 0.2 -0.8 -0.452
C 1.813164 -1.885831 -0.688577 1.0 1.2 -1.8 -0.220
C -2.681543 -0.105281 -1.399388 -0.3 -0.1 0.0 -0.221
C 0.888634 4.088981 0.080787 0.2 0.4 0.1 -0.644
C -0.836342 -0.751981 -2.828120 -0.4 -0.1 -0.2 -0.178
C 0.642517 -1.102205 -2.694138 1.2 -0.1 1.1 -0.128
C -3.132444 0.252398 -0.139648 -0.5 0.0 -0.8 -0.284
H 3.240875 -1.027129 0.703214 -0.3 -0.3 -0.1 0.106
H 1.592204 -4.317459 1.557192 -0.4 -0.1 0.4 0.068
H 0.340288 3.984443 2.043186 0.1 0.3 -0.3 0.098
H -1.374510 -1.659274 -3.160552 -0.1 0.5 0.2 0.130
H 1.239704 -0.368046 -3.265470 -0.1 -0.5 0.4 0.128
H 1.203258 0.348924 1.134146 1.0 0.5 0.3 -0.022
H 1.303841 4.678828 -1.832397 0.0 0.0 0.3 0.101
H -2.117872 -0.325667 2.095762 -0.3 0.8 -0.1 -0.023
H 1.123988 6.002980 -0.744173 -0.2 -0.9 -0.1 0.109
H 2.823628 -2.761099 1.046640 -0.5 1.1 -0.3 0.101
H 0.385070 -3.068733 0.024669 -1.1 -0.1 1.0 0.100
H -4.179011 0.343099 0.105282 -0.1 0.0 -0.2 0.071
H -1.836010 -4.369670 -0.050873 0.4 0.1 0.1 0.091
H -3.363019 -0.314951 -2.236990 0.2 0.1 0.4 0.135
H -0.930286 0.002280 -3.628308 -0.2 -0.2 0.3 0.134
H 0.011041 5.495467 1.305053 0.1 -0.2 0.1 0.094
H -2.135255 -2.645433 0.096958 0.4 -0.1 0.3 0.060
H 1.412838 -0.664085 3.023064 0.0 -0.5 -0.7 0.035
H -2.272626 -3.713702 1.520595 0.4 0.2 -0.4 0.101
H 0.356056 -5.422125 1.011306 -0.2 0.2 -0.1 0.095
H -2.062349 1.916844 1.464651 -0.4 -0.7 0.3 -0.033
H 0.142551 -4.681411 2.584017 0.2 0.1 0.0 0.097
H 2.198453 -2.684382 -1.318336 0.0 -0.3 0.0 0.132
H 0.852542 -2.125669 -3.074559 0.0 0.6 0.2 0.125
```
Forces are in eV/Å.


# 4
This record from the OMol25 dataset describes a single C2H5NSi molecule at a distorted geometry. The level of theory is ωB97M-V/def2-TZVPD.

Results
Kohn-Sham gap   10.34 eV
LUMO   0.7436 eV
E_HOMO   -9.60 eV
Structure (SMILES)   C#C[SiH2]N
Net charge   0
2S+1   1
F_max   0.081 Eh/bohr

Geometry as XYZ:
```
9
Properties=species:S:1:pos:R:3:forces:R:3:lowdin_charge:R:1
Si 0.849428 0.615861 0.177978 -1.9 -3.6 0.8 0.594
N -0.317793 1.673595 -0.484922 1.1 -0.2 1.3 -0.119
C -0.916533 -2.296908 0.425060 2.0 2.0 0.2 -0.081
C -0.106676 -1.391699 0.495377 0.3 3.1 0.0 -0.230
H -1.223821 1.952109 -0.192548 -0.4 -0.1 1.1 0.029
H 1.493382 1.055596 1.432459 -0.3 0.0 -0.2 -0.071
H -0.348832 1.760501 -1.444196 0.3 0.0 -2.5 -0.012
H 1.777732 -0.110237 -0.698658 0.2 1.0 -0.5 -0.067
H -1.206887 -3.258818 0.289450 -1.3 -2.2 -0.2 -0.043
```
Forces are in eV/Å.


# 5
This record from the OMol25 dataset describes a molecular structure, C40H39BBrFeN9O3PSe2. The level of theory is ωB97M-V/def2-TZVPD.

Results
Kohn-Sham gap (spin up / spin down)   8.14 / 6.40 eV
LUMO (spin up / spin down)   0.0673 / -1.5608 eV
E_HOMO (spin up / spin down)   -8.07 / -7.96 eV
Net charge   0
<S²>   8.764
2S+1   6
F_max   0.016 Eh/bohr

Geometry as XYZ:
```
97
Properties=species:S:1:pos:R:3:forces:R:3:lowdin_charge:R:1
Br 0.551991 4.886327 -6.943535 0.0 0.0 0.0 0.722
Se 2.280716 0.151150 0.552312 0.2 0.2 0.3 0.516
Se 2.665339 -2.577930 -1.975985 0.1 0.1 0.2 0.666
Fe -0.160401 -0.447400 0.035984 -0.8 0.0 0.3 0.559
P 3.560256 -0.962576 -0.734796 -0.1 -0.3 -0.5 0.314
O -0.183519 0.527479 -1.772547 0.4 -0.4 -0.3 -0.120
O 1.477689 -0.525358 -2.871755 0.1 0.0 -0.2 -0.181
O 0.295514 -2.532413 0.216905 0.3 0.0 -0.2 -0.264
N -3.302095 -0.757324 0.323781 0.1 0.0 -0.1 0.031
N -5.478957 0.475954 1.892662 -0.1 0.0 -0.1 0.118
N -2.313885 1.321786 1.350494 0.2 0.0 0.0 0.033
N -0.257502 -3.669344 0.502494 -0.1 -0.1 0.1 -0.155
N -2.092894 -0.926570 2.504039 0.2 0.1 0.2 0.008
N -0.752650 -0.946143 2.321332 0.0 0.0 -0.2 0.084
N -4.267533 0.277825 2.465149 -0.1 0.0 0.0 -0.021
N -1.092930 1.418881 0.770199 0.1 0.1 -0.1 0.052
N -2.220427 -1.035626 -0.443962 0.1 0.1 -0.1 0.031
C 0.013511 -6.008429 0.797522 0.0 0.0 0.0 -0.038
C 5.288610 -1.264435 1.406800 -0.1 0.0 0.0 -0.107
C -4.036096 -1.871735 -1.433208 -0.1 0.0 0.1 -0.013
C 0.431011 3.230060 0.030638 0.1 0.0 -0.1 -0.043
C -0.257312 -1.816245 3.195591 0.1 0.0 0.0 -0.345
C 4.851806 -1.829738 0.211770 0.0 0.1 0.1 -0.391
C -2.649290 -1.700292 -1.512252 0.0 0.0 0.0 -0.339
C -6.266889 0.968667 2.833636 0.0 0.0 -0.1 -0.359
C 0.641657 0.386235 -2.727178 -0.3 0.4 0.3 -0.583
C 5.438454 -3.005591 -0.242548 0.1 -0.1 -0.1 -0.117
C -2.440558 -1.789310 3.476203 0.0 -0.1 0.0 -0.084
C 4.452534 0.167910 -1.843352 0.1 0.0 0.1 -0.387
C 0.529494 -4.772295 0.491983 -0.1 0.2 0.0 -0.005
C 1.604081 1.551842 -4.734239 0.0 -0.1 0.1 -0.008
C 1.204144 -2.106663 3.283521 0.0 0.0 0.0 -0.042
C -0.434893 3.439773 -4.702714 0.0 0.1 -0.1 -0.118
C 1.597955 2.564925 -5.677597 0.0 0.1 0.0 -0.119
C 0.605804 1.477660 -3.769782 0.0 -0.1 -0.1 -0.116
C -1.328613 -6.133116 1.129009 0.0 0.0 0.0 -0.059
C -5.560962 1.119791 4.044952 0.1 0.0 0.0 -0.023
C -0.833757 2.715599 0.625386 -0.1 -0.1 0.0 -0.327
C 5.872791 1.945713 -3.438125 0.0 0.0 0.0 -0.078
C -7.692635 1.294413 2.538612 -0.1 0.0 0.0 -0.042
C 6.876289 -3.044733 1.682437 0.0 -0.1 0.0 -0.081
C 4.637939 -0.101924 -3.190633 0.0 -0.1 -0.1 -0.119
C 5.344777 0.788100 -3.986453 0.0 0.0 0.0 -0.081
C -2.108525 -4.991699 1.150883 0.0 0.0 0.0 -0.021
C 4.978682 1.335783 -1.293192 0.0 0.0 0.0 -0.100
C -1.904560 3.473806 1.118042 -0.1 0.0 0.0 -0.013
C -4.406353 -1.254505 -0.254253 -0.1 0.0 -0.1 -0.056
C 6.300371 -1.868661 2.135470 0.0 0.0 0.0 -0.074
C -2.819021 2.548778 1.564629 0.0 0.1 0.0 -0.049
C -4.294269 0.677294 3.758171 0.0 0.0 0.1 -0.098
C 5.690965 2.217736 -2.088550 0.0 0.0 0.0 -0.073
C -1.292491 -2.383339 3.953590 -0.1 0.1 0.0 -0.021
C -1.721042 -2.169671 -2.578582 0.2 -0.1 0.0 -0.016
C -0.408763 2.427951 -3.757228 0.0 0.0 0.1 -0.012
C 6.442927 -3.613760 0.493658 0.0 0.0 0.0 -0.078
C -1.559323 -3.765004 0.842771 0.1 0.1 0.0 0.004
C 0.572945 3.497772 -5.651916 0.0 0.0 0.0 -0.690
B -3.011261 -0.016912 1.653311 -0.1 0.0 -0.1 -0.653
H -3.470859 -1.911201 3.762893 0.0 0.0 0.0 0.123
H 2.387807 0.806537 -4.729548 0.0 0.0 0.0 0.105
H -1.774670 -1.523747 -3.456122 0.0 0.0 0.0 0.090
H 4.215813 -0.999618 -3.623098 0.0 0.0 0.0 0.061
H 1.405056 -2.747153 4.141413 0.0 0.0 0.0 0.077
H 7.662283 -3.519177 2.255353 0.0 0.0 0.0 0.104
H 1.783103 -1.189878 3.389610 0.0 0.0 0.0 0.059
H -1.989243 -3.179670 -2.892381 0.0 0.0 0.0 0.084
H -1.174258 2.367585 -2.994681 0.0 0.0 0.0 0.122
H 0.710397 2.660101 -0.853343 0.0 0.0 0.0 0.049
H -3.792825 2.673795 2.005996 0.0 0.0 0.0 0.118
H 6.890533 -4.530699 0.133565 0.0 0.0 0.0 0.105
H 0.673942 -6.862991 0.776247 0.0 0.0 0.0 0.113
H 6.420915 2.641102 -4.060605 0.0 0.0 0.0 0.104
H -3.155168 -5.024553 1.416912 0.0 0.0 0.0 0.119
H 1.554303 -4.566325 0.225570 0.0 0.0 0.0 0.111
H -5.366092 -1.103488 0.202820 -0.1 0.0 0.0 0.100
H -8.364020 0.819495 3.254931 0.0 0.0 0.0 0.074
H -5.927585 1.492164 4.985263 0.0 0.0 0.0 0.098
H -3.409426 0.630856 4.371373 0.0 0.0 0.0 0.127
H -7.951270 0.949389 1.539364 0.0 0.0 0.0 0.072
H -0.684067 -2.172558 -2.236616 -0.1 0.0 0.0 0.047
H 2.376461 2.633159 -6.424714 0.0 0.0 0.0 0.099
H 5.474732 0.575817 -5.039398 0.0 0.0 0.0 0.107
H 6.092391 3.124925 -1.656583 0.0 0.0 0.0 0.105
H 0.308761 4.275371 -0.251675 0.0 0.0 0.0 0.080
H -2.093342 -2.829189 0.858363 0.0 -0.1 0.0 0.108
H -7.869974 2.370402 2.584648 0.0 0.0 0.0 0.075
H -1.993022 4.545650 1.134236 0.0 0.0 0.0 0.099
H 1.560176 -2.597451 2.376670 0.0 0.0 0.0 0.053
H -1.207249 -3.106960 4.745004 0.0 0.0 0.0 0.100
H -1.750793 -7.097185 1.371610 0.0 0.0 0.0 0.110
H -4.679023 -2.362475 -2.142974 0.0 0.0 0.0 0.100
H 4.809174 1.570819 -0.249443 0.0 0.0 0.0 0.084
H -1.224058 4.178687 -4.701836 0.0 0.0 0.0 0.100
H 4.814116 -0.364314 1.777238 0.0 0.0 0.0 0.068
H 6.630809 -1.421692 3.063598 0.0 0.0 0.0 0.106
H 1.256112 3.171038 0.742970 0.0 0.0 0.0 0.063
H 5.127113 -3.451310 -1.179633 0.0 0.0 0.0 0.061
```
Forces are in eV/Å.


- Among the records above, which one has the highest F_max?
  C9H18FHfO3